A cluster of 2 separate species, C2H6 in total in a non-equilibrium geometry. Source: the OMol25 dataset; level of theory: ωB97M-V/def2-TZVPD.

XYZ file:
```
8
Properties=species:S:1:pos:R:3:forces:R:3:lowdin_charge:R:1
C 0.560280 -0.526891 -0.693978 -2.73 3.86 1.14 -0.03
H 0.190421 0.856957 1.434245 -0.15 0.27 -0.06 0.01
H -0.067424 -0.815727 -1.537608 -0.37 -0.16 0.46 0.01
H 0.949913 -1.358632 -0.163339 0.78 -0.27 0.36 0.00
H -1.185781 -0.286083 1.019819 0.28 0.19 0.50 0.00
H 1.148567 0.320400 -1.083105 0.55 -0.94 0.59 0.02
H -1.219881 1.251481 0.197665 1.13 -0.11 0.33 0.02
C -0.538886 0.534875 0.705322 0.51 -2.83 -3.32 -0.03
```
Positions in Å, forces in eV/Å.

LUMO energy (eV): 1.273
E_HOMO (eV): -9.812
ΔE to the lowest compared entry with this formula, charge and spin (kcal per mole): 47.2
Frontier orbital gap (eV): 11.085